A cluster of 4 separate species, C29H62BrF8N3Si in total. Source: the OMol25 dataset; level of theory: ωB97M-V/def2-TZVPD.

Results
Lowest unoccupied orbital energy = 0.59 eV
SMILES string = CCCCC[Si@](Br)(C[C@H](C)F)C(F)(F)C(F)(F)C(F)(F)F.CCN(CC)CC.CCN(CC)CC.CCN(CC)CC
HOMO level = -8.0089 eV
Frontier orbital gap = 8.603 eV
Charge = 0

XYZ file:
```
104
C29H62BrF8N3Si ωB97M-V/def2-TZVPD
C 7.451 -0.175 0.519
C 6.165 0.610 0.201
C 5.207 -0.323 -0.537
C 4.130 0.314 -1.451
C 3.900 1.839 -1.355
Si 2.553 2.399 -0.149
Br 0.997 3.546 -1.340
C 3.144 3.636 1.137
C 4.284 3.135 2.038
C 4.219 3.747 3.447
F 5.470 3.467 1.438
C 1.602 0.926 0.666
F 0.936 1.448 1.726
F 2.457 0.038 1.196
C 0.538 0.210 -0.189
F -0.627 0.801 -0.020
F 0.816 0.251 -1.490
C 0.321 -1.276 0.182
F -0.036 -1.405 1.422
F 1.379 -1.998 -0.081
F -0.651 -1.736 -0.568
H 8.187 0.480 0.966
H 7.882 -0.511 -0.422
H 7.258 -1.039 1.144
H 5.755 0.873 1.167
H 6.481 1.474 -0.368
H 4.767 -0.999 0.186
H 5.821 -0.959 -1.166
H 3.210 -0.231 -1.297
H 4.402 0.101 -2.477
H 3.505 2.142 -2.320
H 4.798 2.427 -1.208
H 2.284 3.855 1.764
H 3.399 4.563 0.637
H 4.159 2.060 2.171
H 3.199 4.008 3.683
H 4.537 2.984 4.145
H 4.886 4.599 3.465
C -1.123 -8.437 3.202
C -1.530 -7.088 2.626
N -0.891 -5.968 3.290
C -1.490 -4.685 2.967
C -1.412 -4.199 1.516
C 0.561 -5.997 3.322
C 1.310 -6.081 1.986
H -1.280 -8.462 4.281
H -1.729 -9.227 2.754
H -0.078 -8.672 2.997
H -2.611 -6.985 2.750
H -1.340 -7.093 1.541
H -1.058 -3.921 3.620
H -2.547 -4.734 3.251
H -0.409 -3.872 1.254
H -2.072 -3.340 1.382
H -1.727 -4.965 0.806
H 0.868 -6.849 3.934
H 0.915 -5.123 3.874
H 0.895 -6.843 1.326
H 2.353 -6.347 2.169
H 1.313 -5.129 1.455
C -3.105 -5.046 -5.375
C -2.471 -3.887 -4.619
N -2.611 -2.616 -5.301
C -1.759 -1.571 -4.757
C -2.007 -1.116 -3.315
C -3.969 -2.219 -5.626
C -4.983 -2.113 -4.480
H -2.732 -5.092 -6.399
H -2.857 -5.988 -4.883
H -4.193 -4.970 -5.405
H -1.404 -4.102 -4.514
H -2.884 -3.861 -3.598
H -1.806 -0.701 -5.418
H -0.724 -1.923 -4.828
H -2.909 -0.511 -3.230
H -1.176 -0.494 -2.982
H -2.081 -1.955 -2.625
H -4.363 -2.931 -6.357
H -3.936 -1.268 -6.163
H -4.951 -2.978 -3.817
H -5.993 -2.059 -4.891
H -4.835 -1.214 -3.883
C -2.753 4.353 0.509
C -2.074 5.452 1.313
N -2.166 6.758 0.690
C -1.273 7.742 1.275
C -1.498 8.143 2.738
C -3.509 7.220 0.388
C -4.516 7.315 1.541
H -2.382 4.338 -0.517
H -2.539 3.382 0.958
H -3.838 4.469 0.485
H -1.016 5.191 1.404
H -2.485 5.448 2.336
H -1.289 8.642 0.654
H -0.253 7.354 1.184
H -2.375 8.778 2.855
H -0.641 8.718 3.095
H -1.604 7.276 3.391
H -3.931 6.557 -0.373
H -3.441 8.193 -0.106
H -4.516 6.420 2.165
H -5.524 7.425 1.136
H -4.333 8.179 2.177
```